1.
# C39H47Cl2F4N4O12

A cluster of 3 separate species, C39H47Cl2F4N4O12 in total at a distorted geometry (ωB97M-V/def2-TZVPD, the Open Molecules 2025 dataset).

Summary:
- Total energy: -107643.5390 eV
- E_LUMO: -4.46 eV
- Largest force on an atom: 1.56 eV/Å
- Total charge: +1
- Frontier orbital gap: 6.64 eV
- Highest occupied orbital energy: -11.10 eV

Each line ends with the Mulliken charge.
Atoms and positions in Å:
C  3.87674  4.22445  1.98829  -1.172
C  2.88553  4.04675  0.87960  0.774
N  1.82775  4.73543  0.90809  -0.736
C  3.23521  3.05136  -0.22495  -0.776
C  2.06443  2.21917  -0.66579  0.024
C  1.59312  1.17580  0.16236  0.235
C  2.27179  0.90712  1.47807  -2.159
C  3.56641  0.05837  1.31414  -0.358
C  4.48811  0.28077  2.51458  -0.457
C  5.37642  -0.91929  2.89616  -1.544
N  4.81361  -2.25459  2.52192  0.463
C  4.52029  -3.03750  3.73805  -1.256
C  5.80954  -2.92926  1.76870  0.548
C  6.19570  -2.31102  0.45223  -0.945
O  6.31870  -3.95192  2.12314  -0.585
C  0.49006  0.40495  -0.26963  2.092
C  -0.08280  -0.70754  0.56140  -1.327
O  -1.22312  -0.73441  0.84674  -0.476
O  0.81453  -1.64301  0.93105  -0.102
C  0.37776  -2.98286  0.76685  -0.319
Cl  1.04406  -3.89713  2.14716  -0.179
C  0.89107  -3.62542  -0.52459  -0.013
C  2.10644  -2.95919  -1.11281  -1.117
Cl  -0.46348  -3.61112  -1.70836  -0.222
C  -0.12371  0.67122  -1.50105  0.337
C  -1.29820  -0.07751  -2.08222  -1.060
C  -2.57093  0.78627  -2.17836  -0.956
C  -3.51146  0.65917  -0.97156  -0.929
C  -3.35789  1.77556  0.05616  -0.585
N  -4.65742  2.13310  0.64616  -0.221
C  -5.27398  1.03383  1.30359  0.626
C  -6.74546  1.16590  1.50083  -1.152
O  -4.65672  0.06288  1.64716  -0.543
C  0.41127  1.70333  -2.27311  -0.354
N  1.45902  2.44049  -1.86287  0.434
C  1.96378  3.47709  -2.78794  0.259
F  2.04231  4.64851  -2.15120  -0.262
F  1.06561  3.61773  -3.76209  -0.310
C  3.35179  3.10384  -3.42608  0.217
F  3.70731  1.87011  -3.00972  -0.223
F  3.22000  3.08141  -4.75535  -0.283
H  3.85425  5.26981  2.26984  0.437
H  4.88634  3.95256  1.69963  0.326
H  3.56937  3.66885  2.86823  0.258
H  1.22379  4.54018  0.11033  0.302
H  3.98164  2.36152  0.14924  0.029
H  3.70483  3.58840  -1.03814  0.384
H  2.54129  1.83877  1.95521  0.426
H  1.61557  0.34928  2.13034  0.855
H  4.07755  0.32564  0.39039  0.562
H  3.26167  -0.97198  1.23599  0.433
H  5.15862  1.10049  2.25806  0.076
H  3.91312  0.63146  3.36702  0.664
H  6.38513  -0.79240  2.52106  0.542
H  5.48093  -0.91194  3.97551  0.443
H  3.76803  -2.49644  4.30394  0.381
H  4.14804  -4.01727  3.47812  0.325
H  5.39280  -3.15645  4.37513  0.385
H  5.81518  -1.30148  0.34277  0.119
H  5.86778  -2.94642  -0.35983  0.329
H  7.27831  -2.25188  0.43570  0.349
H  -0.69609  -3.05894  0.85531  0.540
H  1.13478  -4.66141  -0.34054  0.688
H  1.98613  -1.88766  -1.21757  0.148
H  2.95525  -3.17747  -0.47140  0.136
H  2.33609  -3.37591  -2.08608  0.537
H  -1.46781  -0.99153  -1.53786  0.171
H  -0.99794  -0.34527  -3.09352  0.636
H  -3.11452  0.44080  -3.05185  0.397
H  -2.31471  1.82621  -2.37198  0.570
H  -3.34306  -0.29722  -0.49163  0.287
H  -4.53614  0.65885  -1.33140  0.615
H  -2.64475  1.49834  0.83301  0.302
H  -2.97693  2.65999  -0.45073  0.581
H  -4.53078  2.88250  1.31766  0.197
H  -7.19685  0.19982  1.67914  0.393
H  -7.20769  1.61073  0.62770  0.305
H  -6.93439  1.84964  2.32013  0.204
H  -0.02424  1.90313  -3.23349  0.829
H  4.11630  3.83349  -3.16683  0.432
C  -6.28948  7.65634  2.76940  -0.923
C  -6.44205  6.33126  2.88864  0.321
C  -6.73624  5.45300  1.70159  0.931
O  -6.83695  4.25265  1.89581  -0.512
C  -6.88250  6.07163  0.40037  -1.049
C  -6.73478  7.39912  0.27937  0.415
C  -6.41497  8.27687  1.46181  0.978
O  -6.27881  9.46631  1.25486  -0.609
O  -6.85214  8.04090  -0.87138  -0.574
O  -6.34578  5.69029  4.04687  -0.580
H  -6.07610  8.29554  3.61425  0.433
H  -7.10876  5.43226  -0.44114  0.467
H  -6.69814  8.98598  -0.67501  0.368
H  -6.50463  4.74762  3.85289  0.341
C  -0.90499  -7.89160  -1.98822  -1.006
C  -1.79267  -8.71608  -2.56165  0.385
C  -1.36888  -9.75932  -3.56378  0.967
O  -2.23446  -10.47627  -4.02442  -0.607
C  0.03787  -9.84262  -3.92230  -0.956
C  0.91911  -9.01410  -3.34650  0.355
C  0.49748  -7.99012  -2.32893  1.091
O  1.36196  -7.28367  -1.83610  -0.660
O  2.21803  -9.02893  -3.61884  -0.567
O  -3.08925  -8.68541  -2.30338  -0.568
H  -1.19115  -7.14109  -1.26467  0.434
H  0.32946  -10.58409  -4.65239  0.425
H  2.62272  -8.33938  -3.06010  0.350
H  -3.49393  -9.38876  -2.84844  0.369

2.
# C39H46BInN2O7S

A structure of composition C39H46BInN2O7S at a distorted geometry (ωB97M-V/def2-TZVPD, the Open Molecules 2025 dataset).

Summary:
- Total energy: -75186.5082 eV
- E_LUMO: -0.39 eV
- Largest force on an atom: 3.99 eV/Å
- Frontier orbital gap: 5.66 eV
- ΔE to the lowest compared entry with this formula, charge and spin: 60.22 kcal/mol
- Highest occupied orbital energy: -6.06 eV

Each line ends with the Mulliken charge.
Atoms and positions in Å:
In  -0.32893  1.24238  0.05792  1.440
O  3.10491  2.12864  2.07894  -0.786
C  2.29829  1.99236  1.13296  0.185
O  1.79314  0.85710  0.75534  -0.371
C  1.87725  3.24422  0.41900  0.966
C  2.55054  4.43319  0.83995  -0.862
C  2.10739  5.63382  0.35904  -0.853
C  1.19759  5.63737  -0.71660  0.756
C  1.01115  6.77233  -1.52313  -0.744
C  0.15487  6.71543  -2.59833  -0.559
C  -0.56689  5.52038  -2.87767  -0.780
C  -0.37606  4.38899  -2.12603  -0.489
C  0.49516  4.39746  -1.04108  0.441
N  0.96763  3.19639  -0.55042  -0.083
H  3.42438  4.31066  1.45364  0.531
H  2.41155  6.57530  0.85038  0.345
H  1.39811  7.69470  -1.07341  0.299
H  -0.00598  7.57040  -3.23316  0.402
H  -1.27876  5.61204  -3.66734  0.463
H  -0.86856  3.56162  -2.51244  0.683
C  2.26114  -1.55549  2.59390  -0.979
C  0.89770  -1.44343  3.28694  1.970
C  0.72004  -2.73578  4.04891  -2.085
O  -0.17984  -1.39234  2.19657  -1.060
B  -0.41443  -0.07128  2.05521  0.079
O  -0.04961  0.78500  3.06915  -0.024
C  0.54745  -0.09221  4.13417  1.200
C  1.80291  0.60615  4.77450  -1.793
C  -0.54882  -0.19502  5.16542  -1.866
H  2.22225  -2.28049  1.76877  -0.170
H  3.05571  -1.81953  3.26527  0.546
H  2.53151  -0.62453  2.09366  -0.053
H  0.44911  -3.55994  3.33770  0.295
H  -0.08459  -2.70881  4.73490  0.487
H  1.61672  -2.96556  4.54793  0.464
H  2.49654  0.98455  4.03637  0.222
H  2.26666  -0.14113  5.47210  0.366
H  1.41883  1.32744  5.45811  0.532
H  -1.36505  -0.86742  4.86426  0.358
H  -0.96167  0.81988  5.27366  0.380
H  -0.07236  -0.52984  6.10250  0.395
O  -1.73278  2.49360  0.94851  -0.228
S  -3.14076  2.41200  1.71611  0.277
C  -3.79407  4.07968  1.35411  -0.709
C  -3.28058  4.99017  2.48543  -0.580
C  -3.20621  4.20536  3.75904  -0.729
C  -2.70172  2.80481  3.46766  -0.095
H  -4.88397  3.90453  1.46716  0.445
H  -3.61363  4.37204  0.30357  0.351
H  -3.99979  5.80369  2.52813  0.420
H  -2.36091  5.52755  2.17196  0.252
H  -4.23045  4.02191  4.13673  0.275
H  -2.71242  4.68691  4.59884  0.379
H  -3.14994  2.01367  4.08448  0.583
H  -1.61054  2.80146  3.52940  -0.187
C  -4.65919  -3.74019  -3.13541  -0.470
C  -3.28228  -3.60532  -3.36675  -0.758
C  -2.54885  -2.51413  -2.90893  0.078
C  -3.15866  -1.56484  -2.08005  0.269
C  -4.56770  -1.67384  -1.84974  -0.590
C  -5.34345  -2.71059  -2.39556  -0.603
C  -2.41254  -0.63659  -1.24596  -0.039
C  -1.22205  -0.05702  -1.47399  -0.704
C  -0.38186  -0.10955  -2.62663  0.668
C  -0.99843  -0.03529  -3.93393  -0.170
C  -0.21691  0.12184  -5.09242  -1.002
C  1.14436  -0.00853  -4.95067  -0.324
C  1.76318  -0.16515  -3.73240  -1.269
C  0.96655  -0.16473  -2.56080  -0.319
H  -5.20041  -4.55465  -3.59051  0.378
H  -2.84512  -4.34073  -4.01521  0.395
H  -1.47243  -2.50229  -3.12722  0.398
H  -5.02651  -0.98969  -1.16020  0.396
H  -6.43080  -2.78545  -2.23825  0.341
H  -2.86330  -0.49868  -0.27259  0.278
H  -2.12601  0.02177  -3.89459  0.349
H  -0.65080  0.21204  -6.08413  0.414
H  1.76409  -0.03875  -5.85885  0.324
H  2.83073  -0.22890  -3.61740  0.559
H  1.43352  -0.37409  -1.64101  0.769
O  2.28418  -4.48262  0.71966  -0.473
C  1.74218  -4.29192  -0.50672  -0.147
O  1.00426  -3.36129  -0.79601  -0.432
C  2.03711  -5.38596  -1.54136  0.536
N  2.76983  -6.48756  -0.95204  -0.481
C  3.90744  -6.83249  -1.82875  -0.581
C  4.21239  -5.60049  -2.61808  -0.601
C  2.84475  -4.87640  -2.74616  -0.582
H  1.09090  -5.79938  -1.94365  0.317
H  2.20703  -7.31750  -0.68522  0.215
H  2.81712  -5.30269  0.66560  0.384
H  3.73557  -7.72006  -2.45546  0.304
H  4.70814  -6.98251  -1.06768  0.283
H  4.48599  -5.79935  -3.64174  0.328
H  4.91793  -4.98712  -2.07537  0.294
H  2.26144  -5.18879  -3.64687  0.342
H  2.91943  -3.78289  -2.88561  0.224